Molecular formula: C12H20N2O
Method: DFT, ωB97M-V/def2-TZVPD

Properties
F_max = 0.484 eV/Å
Calculated total energy = -17795.461 eV
HOMO energy = -0.396 hartree
LUMO = 0.522 eV
Relative energy (zero: lowest compared OMol25 entry of this formula, charge and spin) = 0.00 kJ/mol
SMILES string = CC(C)CC[C@](C#N)(CC#N)CCCO

Structure (ORCA input):
```
! wB97M-V def2-TZVPD RIJCOSX def2/J DEFGRID3
* xyz 0 1
C 3.714 0.144 0.278
C 2.309 0.507 -0.233
C 2.388 1.657 -1.258
C 1.344 0.862 0.934
C 0.071 0.002 0.993
C -1.131 0.423 0.121
C -0.753 0.415 -1.297
N -0.490 0.412 -2.414
C -1.596 1.851 0.528
C -2.552 2.440 -0.412
N -3.318 2.913 -1.124
C -2.330 -0.547 0.346
C -2.397 -1.788 -0.537
C -1.368 -2.860 -0.238
O -1.489 -3.222 1.137
H 4.177 -0.593 -0.380
H 3.687 -0.292 1.275
H 4.355 1.024 0.292
H 1.913 -0.370 -0.747
H 1.432 2.171 -1.335
H 2.641 1.297 -2.253
H 3.138 2.375 -0.928
H 1.131 1.929 0.912
H 1.870 0.690 1.874
H -0.290 -0.046 2.022
H 0.359 -1.010 0.716
H -0.761 2.541 0.619
H -2.082 1.764 1.500
H -2.305 -0.843 1.394
H -3.248 0.019 0.182
H -2.344 -1.541 -1.597
H -3.376 -2.245 -0.373
H -0.352 -2.528 -0.466
H -1.578 -3.724 -0.878
H -0.768 -3.825 1.345
*
```


Molecular formula: C3H3NO3
Method: DFT, ωB97M-V/def2-TZVPD

Properties
F_max = 3.543 eV/Å
Calculated total energy = -10789.371 eV
HOMO energy = -0.372 hartree
LUMO = 0.672 eV
Relative energy (zero: lowest compared OMol25 entry of this formula, charge and spin) = 321.30 kJ/mol
SMILES string = O=C1CON=CO1

Structure (ORCA input):
```
! wB97M-V def2-TZVPD RIJCOSX def2/J DEFGRID3
* xyz 0 1
C 0.530 -0.909 -0.032
C -0.057 -0.377 1.201
C -0.063 1.217 -0.994
H -0.672 -1.048 1.805
H 0.841 0.098 1.737
H 0.456 1.816 -1.691
N -0.935 1.529 -0.101
O 0.987 -1.966 -0.170
O -1.080 0.621 0.918
O 0.524 -0.050 -1.022
*
```


Molecular formula: C45H61ClN5OPSSr
Method: DFT, ωB97M-V/def2-TZVPD

Properties
F_max = 12.007 eV/Å
Calculated total energy = -90632.354 eV
HOMO energy = -0.189 hartree
LUMO = -0.345 eV
Relative energy (zero: lowest compared OMol25 entry of this formula, charge and spin) = 480.33 kJ/mol

Structure (ORCA input):
```
! wB97M-V def2-TZVPD RIJCOSX def2/J DEFGRID3
* xyz 0 1
Sr -1.403 -0.163 -0.109
C 2.016 -2.519 2.653
C 1.221 -1.751 3.538
C 0.077 -2.517 3.848
C 0.158 -3.744 3.159
C 1.358 -3.738 2.415
C 1.847 -4.825 1.499
C -0.850 -4.860 3.207
C -1.015 -2.103 4.795
C 1.553 -0.400 4.112
C 3.416 -2.216 2.198
H 2.904 -5.057 1.666
H 1.746 -4.560 0.439
H 1.286 -5.751 1.646
H -1.499 -4.772 4.084
H -0.369 -5.839 3.272
H -1.511 -4.910 2.326
H -0.870 -2.466 5.820
H -2.004 -2.469 4.492
H -1.077 -1.011 4.876
H 1.789 -0.434 5.183
H 0.728 0.321 4.007
H 2.416 0.046 3.612
H 4.157 -2.789 2.767
H 3.671 -1.161 2.328
H 3.578 -2.464 1.144
C -1.614 -2.059 1.129
C -2.819 -1.101 1.318
C -3.951 -1.888 1.980
C -2.247 0.109 2.152
C -3.173 0.597 3.274
O -2.947 2.032 3.279
C -2.356 2.327 2.121
N -2.006 1.343 1.382
C -2.157 3.764 1.830
C -3.035 4.649 2.453
C -2.911 6.013 2.253
C -1.891 6.488 1.445
C -1.006 5.607 0.844
C -1.118 4.229 1.008
P 0.137 3.083 0.228
C 0.584 4.043 -1.259
C 1.578 5.017 -1.335
C 1.810 5.687 -2.528
C 1.049 5.393 -3.653
C 0.056 4.426 -3.586
C -0.170 3.752 -2.395
C 1.551 3.343 1.361
C 2.832 3.031 0.898
C 3.923 3.101 1.747
C 3.751 3.461 3.078
C 2.482 3.753 3.551
C 1.388 3.697 2.698
H -1.726 -2.770 0.311
H -1.498 -2.628 2.048
H -0.656 -1.532 1.057
H -3.233 -0.731 0.364
H -3.689 -2.185 2.994
H -4.119 -2.798 1.404
H -4.884 -1.325 2.002
H -1.282 -0.224 2.582
H -2.929 0.195 4.251
H -4.228 0.432 3.059
H -3.814 4.259 3.092
H -3.603 6.696 2.727
H -1.776 7.553 1.286
H -0.208 6.000 0.229
H 2.182 5.247 -0.466
H 2.583 6.442 -2.579
H 1.233 5.917 -4.582
H -0.538 4.182 -4.458
H -0.934 2.984 -2.346
H 2.971 2.716 -0.131
H 4.911 2.863 1.372
H 4.604 3.505 3.743
H 2.339 4.024 4.589
H 0.403 3.929 3.086
Cl -1.832 1.242 -4.189
C -2.644 0.689 -2.587
H -3.273 -0.135 -2.946
H -3.328 1.524 -2.409
C 2.995 1.245 -4.575
C 2.500 0.867 -3.220
C 3.154 0.457 -2.076
C 2.134 0.224 -1.130
N 0.947 0.487 -1.656
N 1.188 0.856 -2.925
C 2.223 -0.251 0.283
H 4.060 1.466 -4.539
H 2.475 2.129 -4.949
H 2.842 0.435 -5.291
H 4.215 0.323 -1.942
H 0.408 1.154 -3.502
H 3.238 -0.172 0.665
H 1.918 -1.298 0.381
H 1.580 0.343 0.942
C -1.224 -6.103 -2.816
C 0.096 -5.477 -3.236
N -0.082 -4.226 -3.967
C -0.300 -3.035 -3.380
S -0.189 -2.861 -1.696
N -0.557 -2.003 -4.192
C -0.789 -2.101 -5.624
C -2.185 -2.605 -5.977
H -1.044 -7.023 -2.259
H -1.841 -6.343 -3.684
H -1.773 -5.416 -2.173
H 0.655 -6.147 -3.891
H 0.710 -5.262 -2.364
H -0.313 -4.309 -4.943
H -0.860 -1.159 -3.725
H -0.015 -2.733 -6.067
H -0.646 -1.102 -6.029
H -2.402 -3.558 -5.489
H -2.283 -2.741 -7.055
H -2.931 -1.881 -5.653
*
```


Molecular formula: C18H34BrCl5CsLiN3O11SSi2
Method: DFT, ωB97M-V/def2-TZVPD

Properties
F_max = 4.955 eV/Å
Calculated total energy = -206195.086 eV
HOMO energy = -0.093 hartree
LUMO = -1.473 eV

Structure (ORCA input):
```
! wB97M-V def2-TZVPD RIJCOSX def2/J DEFGRID3
* xyz -1 1
C -0.311 -5.561 0.902
C -1.558 -4.931 1.514
C -2.852 -5.435 1.259
C -3.977 -4.815 1.795
C -3.891 -3.687 2.610
C -2.622 -3.175 2.889
C -1.475 -3.797 2.339
C -0.143 -3.101 2.685
Si -0.256 -1.397 1.776
O 1.227 -0.889 1.076
Si 0.764 -0.298 -0.450
N 0.875 -1.589 -1.633
Br 1.882 1.549 -0.969
H -0.435 -6.643 0.731
H 0.592 -5.426 1.516
H -0.097 -5.067 -0.066
H -2.915 -6.327 0.621
H -4.962 -5.225 1.541
H -4.750 -3.161 3.033
H -2.546 -2.270 3.507
H 0.763 -3.707 2.381
H -0.207 -2.906 3.812
H -0.885 -0.419 2.674
H -1.184 -1.636 0.655
H -0.648 0.098 -0.422
H 1.703 -2.143 -1.426
H 0.898 -1.236 -2.586
O 1.536 -1.402 -5.610
C 2.465 -0.649 -5.527
O 3.714 -1.056 -5.158
C 4.573 0.096 -5.047
C 3.928 1.168 -5.899
C 2.449 0.847 -5.756
H 4.635 0.383 -3.994
H 5.571 -0.158 -5.403
H 4.188 2.182 -5.593
H 4.229 1.046 -6.943
H 2.009 1.335 -4.883
H 1.894 1.101 -6.654
C -0.624 4.181 0.430
C -1.088 5.398 -0.229
N -1.453 6.362 -0.750
H 0.361 3.899 0.107
H -0.590 4.331 1.510
H -1.295 3.350 0.211
O -1.393 0.839 4.125
S -1.977 1.882 3.231
O -1.576 3.229 3.706
O -3.447 1.778 3.228
O -1.464 1.685 1.850
Cs 2.037 -3.153 4.035
Li -3.892 -6.513 -0.847
O 7.348 -1.451 -6.566
H 7.616 -1.155 -7.480
H 8.005 -2.100 -6.186
H 6.422 -1.823 -6.560
C -3.327 -1.499 6.825
N -3.829 -0.526 5.817
O -4.527 -0.968 4.917
O -3.499 0.614 5.975
H -3.693 -2.488 6.569
H -2.241 -1.465 6.795
H -3.703 -1.186 7.796
C 1.486 5.262 -5.429
C 2.425 5.022 -6.633
O 3.323 4.070 -6.312
H 2.038 5.603 -4.552
H 0.745 6.037 -5.672
H 0.936 4.356 -5.163
H 2.822 6.031 -6.895
H 1.743 4.813 -7.493
Cl 0.437 7.449 0.556
C -3.629 3.328 8.773
Cl -3.270 4.722 9.815
Cl -5.377 3.031 8.779
Cl -3.088 3.652 7.137
Cl -2.792 1.896 9.409
*
```


Molecular formula: C6H12O
Method: DFT, ωB97M-V/def2-TZVPD

Properties
F_max = 0.483 eV/Å
Calculated total energy = -8459.919 eV
HOMO energy = -0.320 hartree
LUMO = 0.802 eV
Relative energy (zero: lowest compared OMol25 entry of this formula, charge and spin) = 427.95 kJ/mol

Structure (ORCA input):
```
! wB97M-V def2-TZVPD RIJCOSX def2/J DEFGRID3
* xyz 0 1
C -2.520 -1.043 -0.703
O -1.425 -1.966 -0.597
C -1.031 -2.240 0.613
C 0.772 0.500 0.370
C 1.134 0.100 -1.041
C 0.654 1.954 0.730
C 1.804 1.138 1.255
H -2.136 -0.119 -1.144
H -2.921 -0.858 0.296
H -3.266 -1.493 -1.360
H 0.073 -0.167 0.876
H -0.181 -2.942 0.427
H 0.255 0.088 -1.699
H 1.587 -0.898 -1.074
H 1.855 0.806 -1.468
H -0.122 2.257 1.428
H 0.867 2.685 -0.047
H 1.812 0.880 2.310
H 2.788 1.318 0.829
*
```


Molecular formula: C2H7N4O
Method: DFT, ωB97M-V/def2-TZVPD

Properties
F_max = 5.264 eV/Å
Calculated total energy = -10183.876 eV
HOMO energy = -0.538 hartree
LUMO = -3.915 eV
Relative energy (zero: lowest compared OMol25 entry of this formula, charge and spin) = 522.68 kJ/mol

Structure (ORCA input):
```
! wB97M-V def2-TZVPD RIJCOSX def2/J DEFGRID3
* xyz 1 1
C 0.504 -0.462 0.640
C -1.346 -0.622 1.893
N 0.553 1.261 -2.414
N 1.672 -0.541 0.816
N 0.548 0.269 -1.659
N -0.763 -0.538 0.589
O 1.101 1.497 -3.478
H -0.682 -0.313 2.604
H -1.524 -1.745 2.101
H -2.324 -0.040 1.826
H -0.072 1.894 -1.917
H 2.500 -0.014 1.060
H 1.128 -0.473 -1.939
H -1.294 -0.173 -0.120
*
```


Molecular formula: C43H45F3N6NaO5PS
Method: DFT, ωB97M-V/def2-TZVPD

Properties
F_max = 4.059 eV/Å
Calculated total energy = -97189.221 eV
HOMO energy (spin up / spin down) = 0.017 / 0.017 hartree
LUMO (spin up / spin down) = 3.077 / 3.172 eV
Relative energy (zero: lowest compared OMol25 entry of this formula, charge and spin) = 419.05 kJ/mol

Structure (ORCA input):
```
! wB97M-V def2-TZVPD RIJCOSX def2/J DEFGRID3
* xyz -2 1
Na 0.330 1.341 0.229
C 3.286 4.119 -6.347
C 3.664 2.644 -6.134
C 5.207 2.453 -6.123
C 5.563 0.971 -6.215
C 4.766 0.168 -5.205
C 5.018 -1.194 -4.989
C 4.437 -1.806 -3.880
F 4.556 -3.138 -3.835
C 3.604 -1.146 -2.987
C 3.138 0.097 -3.404
C 2.089 0.754 -2.613
O 1.881 0.383 -1.401
C 1.366 1.839 -3.236
C 2.018 2.477 -4.268
N 3.179 2.042 -4.885
C 3.682 0.748 -4.526
C 0.078 2.401 -2.735
O -0.493 3.189 -3.541
O -0.431 1.978 -1.630
H 3.897 4.503 -7.160
H 3.587 4.811 -5.553
H 2.216 4.277 -6.581
H 3.245 2.078 -6.978
H 5.586 2.955 -5.224
H 5.585 3.028 -7.009
H 6.629 0.828 -6.035
H 5.322 0.614 -7.213
H 5.653 -1.726 -5.739
H 3.294 -1.570 -2.057
H 1.659 3.407 -4.625
C 2.127 -2.044 7.074
O 1.221 -2.112 8.163
C 0.122 -1.321 8.186
C -1.104 -1.958 8.035
C -2.209 -1.141 7.749
C -1.972 0.219 7.643
C -0.871 0.830 8.289
C 0.230 0.077 8.472
N -2.821 0.916 6.850
N -2.439 2.157 6.523
C -1.873 2.359 5.320
C -0.897 3.414 5.201
C -0.003 3.431 4.180
C -0.255 2.646 2.916
O 0.421 2.877 1.877
C -1.359 1.685 2.966
N -1.639 0.996 1.872
C -2.569 0.013 1.948
C -3.409 -0.215 3.018
C -3.186 0.592 4.131
C -2.121 1.513 4.152
H 1.667 -2.365 6.102
H 2.913 -2.757 7.337
H 2.533 -1.027 6.900
H -1.116 -3.037 8.029
H -3.152 -1.543 7.388
H -0.936 1.889 8.484
H 1.181 0.494 8.771
H -0.921 4.085 6.062
H 0.815 4.136 4.093
H -2.701 -0.544 1.008
H -4.144 -1.027 3.003
H -3.904 0.652 5.000
C -4.977 2.727 -1.986
C -4.026 1.861 -1.165
P -3.501 0.291 -1.962
C -5.173 -0.583 -2.165
C -5.368 -1.777 -1.241
C -3.158 0.878 -3.725
C -2.563 -0.230 -4.536
H -4.422 3.540 -2.471
H -5.820 3.074 -1.357
H -5.495 2.189 -2.779
H -4.421 1.555 -0.204
H -3.070 2.384 -1.045
H -5.239 -0.877 -3.207
H -5.914 0.215 -1.990
H -4.688 -2.597 -1.508
H -6.375 -2.131 -1.298
H -5.123 -1.479 -0.223
H -2.429 1.706 -3.595
H -4.099 1.273 -4.140
H -2.273 0.056 -5.547
H -3.311 -1.043 -4.680
H -1.673 -0.635 -4.060
N 0.102 -6.465 -1.537
C 0.106 -6.228 -0.208
S -0.199 -7.488 0.908
C 0.477 -4.860 0.203
C 1.067 -4.713 1.470
C 1.554 -3.469 1.854
N 1.445 -2.380 1.069
C 0.960 -2.534 -0.158
C 0.428 -3.733 -0.652
H -0.044 -7.419 -1.880
H 0.381 -5.720 -2.186
H 1.185 -5.595 2.129
H 2.027 -3.298 2.860
H 0.988 -1.691 -0.803
H -0.130 -3.759 -1.598
F 2.632 0.306 3.356
C 2.624 0.562 2.012
F 3.847 1.069 1.733
H 2.427 -0.400 1.468
*
```


Molecular formula: C30H46O23
Method: DFT, ωB97M-V/def2-TZVPD

Properties
F_max = 4.637 eV/Å
Calculated total energy = -78947.697 eV
HOMO energy = -0.057 hartree
LUMO = 3.793 eV
Relative energy (zero: lowest compared OMol25 entry of this formula, charge and spin) = 0.00 kJ/mol

Structure (ORCA input):
```
! wB97M-V def2-TZVPD RIJCOSX def2/J DEFGRID3
* xyz -2 1
O -0.635 0.541 1.130
C -0.692 -0.442 0.100
C 0.237 -0.477 -1.213
O 1.638 -0.377 -1.113
H -1.707 -0.319 -0.277
H -0.769 -1.404 0.607
H 0.009 0.456 -1.729
H -0.122 -1.261 -1.880
C -0.067 -4.327 -2.072
C 1.169 -4.036 -1.208
C 0.884 -3.860 0.283
O 1.588 -4.885 0.959
C 2.146 -5.717 0.078
O 2.725 -6.739 0.378
O 1.919 -5.228 -1.193
H 0.215 -4.504 -3.110
H -0.639 -3.400 -2.109
H -0.690 -5.091 -1.607
H 1.793 -3.209 -1.547
H -0.180 -3.923 0.512
H 1.163 -2.883 0.678
C 2.696 2.923 -5.261
C 2.188 1.489 -5.466
C 0.931 1.240 -4.661
O 0.082 0.800 -5.638
C 0.642 0.950 -6.897
O 0.112 0.718 -7.966
O 1.871 1.355 -6.785
H 3.714 3.009 -5.641
H 2.730 3.154 -4.197
H 2.187 3.731 -5.787
H 2.977 0.770 -5.242
H 0.434 2.069 -4.156
H 1.213 0.418 -4.003
C 2.989 -0.336 3.202
C 1.620 -0.561 3.772
C 0.904 -1.879 3.494
O 0.523 -2.288 4.805
C 0.958 -1.473 5.763
O 0.739 -1.510 6.985
O 1.722 -0.506 5.187
H 3.016 -0.363 2.113
H 3.686 -1.055 3.631
H 3.179 0.725 3.365
H 1.007 0.280 3.449
H 1.562 -2.631 3.059
H 0.062 -1.663 2.836
C -3.805 -2.537 0.255
C -3.811 -1.928 1.686
C -4.350 -0.478 1.749
O -5.470 -0.482 2.636
C -5.685 -1.782 2.966
O -6.554 -2.119 3.775
O -4.724 -2.604 2.464
H -3.457 -1.895 -0.555
H -4.826 -2.725 -0.076
H -3.324 -3.514 0.205
H -2.830 -1.937 2.161
H -4.656 -0.005 0.816
H -3.619 0.178 2.222
C 5.211 -0.914 -0.616
C 4.673 -0.561 -2.016
C 4.364 0.860 -2.328
O 4.922 1.065 -3.623
C 5.781 0.040 -3.872
O 6.400 -0.311 -4.915
O 5.692 -0.838 -2.883
H 5.975 -0.235 -0.237
H 5.523 -1.959 -0.634
H 4.376 -0.851 0.082
H 3.899 -1.285 -2.270
H 4.845 1.557 -1.641
H 3.310 1.131 -2.272
C -2.512 3.134 3.523
C -2.855 1.924 4.293
C -1.749 0.867 4.161
O -1.726 0.315 5.500
C -2.170 1.212 6.339
O -2.013 1.118 7.556
O -2.785 2.230 5.678
H -1.475 3.395 3.735
H -3.211 3.951 3.704
H -2.646 3.043 2.446
H -3.878 1.572 4.166
H -0.800 1.249 3.786
H -2.021 0.057 3.484
C -2.121 3.282 -2.755
C -2.887 3.646 -1.437
C -1.949 3.687 -0.264
O -2.364 4.870 0.351
C -3.080 5.638 -0.423
O -3.440 6.749 -0.172
O -3.279 4.996 -1.541
H -2.778 3.420 -3.614
H -1.810 2.237 -2.751
H -1.211 3.863 -2.905
H -3.756 2.997 -1.329
H -0.894 3.615 -0.531
H -2.183 2.780 0.294
*
```


Molecular formula: C4H11N3O
Method: DFT, ωB97M-V/def2-TZVPD

Properties
F_max = 2.279 eV/Å
Calculated total energy = -10839.716 eV
HOMO energy (spin up / spin down) = -0.264 / -0.264 hartree
LUMO (spin up / spin down) = -0.066 / -0.064 eV
Relative energy (zero: lowest compared OMol25 entry of this formula, charge and spin) = 530.20 kJ/mol

Structure (ORCA input):
```
! wB97M-V def2-TZVPD RIJCOSX def2/J DEFGRID3
* xyz 0 1
C -0.868 -1.296 0.978
C -0.043 -0.223 0.273
N 1.210 0.862 1.881
N 1.266 -0.727 -0.111
N 0.107 0.902 1.226
H 1.984 0.341 1.441
H 1.390 1.646 2.495
H 1.219 -1.691 -0.409
H 1.636 -0.143 -0.855
H -0.293 -1.753 1.785
H -1.777 -0.863 1.391
H -1.155 -2.034 0.227
C -0.832 0.399 -0.895
C -0.856 -0.172 -2.126
O 0.453 1.900 -0.557
H -0.013 2.679 -0.883
H -1.716 0.927 -0.555
H -1.662 0.038 -2.813
H -0.048 -0.789 -2.494
*
```


Q: Look up the F_max of the second one.
A: 3.543 eV/Å